# 1
DFT (the ωB97M-V functional and the def2-TZVPD basis) results for C4H9O2P in the gas phase at a distorted geometry.

## Properties
HOMO-LUMO gap (alpha / beta) (eV): 7.262 / 8.341
LUMO (alpha / beta) (eV): -1.03 / -0.02
Energy above the lowest of the compared OMol25 structures with the same formula, charge and spin (kJ/mol): 409.8
M (g mol⁻¹): 120.088
Spin multiplicity: 1

Each line ends with the natural charge from an NBO analysis.
Cartesian coordinates (Å):
C  1.63  1.22  0.01  -0.502
C  0.84  0.29  1.13  -0.033
C  1.55  0.63  -1.33  -0.312
C  -2.08  -1.78  -0.14  -0.954
O  -2.66  0.96  -0.27  -1.026
O  -0.49  0.30  0.98  -0.793
P  -1.54  0.05  -0.31  1.748
H  1.10  2.17  0.00  0.209
H  2.67  1.33  0.41  0.216
H  1.36  -0.60  0.98  0.160
H  1.21  0.94  1.96  0.199
H  1.13  1.18  -2.12  0.196
H  1.72  -0.39  -1.21  0.166
H  -1.20  -2.14  0.42  0.231
H  -2.96  -1.80  0.51  0.248
H  -2.28  -2.35  -1.02  0.245

=====

# 2
DFT (the ωB97M-V functional and the def2-TZVPD basis) results for a molecular structure, C24H16LaN2S.

## Properties
HOMO-LUMO gap (eV): 7.046
LUMO (eV): -3.86
Energy above the lowest of the compared OMol25 structures with the same formula, charge and spin (kJ/mol): 0.0
M (g mol⁻¹): 503.379
Spin multiplicity: 1
Net charge: +1

Each line ends with the natural charge from an NBO analysis.
Cartesian coordinates (Å):
La  0.30  0.25  -0.14  2.474
S  -2.39  2.99  -3.28  0.469
C  -0.78  3.63  -3.45  -0.251
C  -0.32  4.65  -4.27  -0.181
C  1.03  4.96  -4.22  -0.195
C  1.89  4.27  -3.37  -0.188
C  1.43  3.25  -2.56  -0.237
C  0.08  2.93  -2.60  0.176
N  -0.54  1.93  -1.86  -0.706
C  -1.83  1.84  -2.11  0.115
C  -2.74  0.87  -1.48  -0.089
C  -4.09  0.91  -1.87  -0.188
C  -5.01  0.04  -1.32  -0.208
C  -4.59  -0.88  -0.37  -0.178
C  -3.25  -0.91  0.01  -0.213
C  -2.27  -0.06  -0.51  -0.619
H  -0.99  5.19  -4.93  0.236
H  1.41  5.76  -4.84  0.234
H  2.94  4.54  -3.35  0.231
H  2.11  2.72  -1.91  0.203
H  -4.43  1.63  -2.61  0.213
H  -6.04  0.08  -1.63  0.228
H  -5.30  -1.56  0.07  0.223
H  -2.98  -1.65  0.76  0.182
C  -0.28  -3.44  2.88  -0.263
C  0.96  -3.68  3.45  -0.112
C  2.04  -2.90  3.08  -0.232
C  1.88  -1.87  2.15  0.214
N  0.66  -1.65  1.60  -0.632
C  -0.37  -2.42  1.96  0.065
C  2.98  -0.99  1.70  -0.023
C  4.28  -1.13  2.20  -0.213
C  5.28  -0.29  1.76  -0.185
C  5.00  0.70  0.83  -0.197
C  3.71  0.83  0.34  -0.234
C  2.66  0.00  0.76  -0.663
H  -1.15  -4.03  3.13  0.240
H  1.09  -4.47  4.17  0.236
H  3.01  -3.08  3.52  0.232
H  -1.32  -2.19  1.49  0.200
H  4.53  -1.89  2.93  0.210
H  6.29  -0.40  2.14  0.224
H  5.79  1.36  0.48  0.221
H  3.53  1.62  -0.39  0.182

=====

# 3
DFT (the ωB97M-V functional and the def2-TZVPD basis) results for a gas-phase ion, H4N2PS (charge -1).

## Properties
HOMO-LUMO gap (eV): 7.619
LUMO (eV): 4.07
M (g mol⁻¹): 95.087
Spin multiplicity: 1
SMILES: NN=[PH2][S-]
Net charge: -1

Each line ends with the natural charge from an NBO analysis.
Cartesian coordinates (Å):
N  1.63  -0.16  0.16  -0.699
N  0.41  -0.75  0.68  -0.965
P  -0.93  -0.11  0.09  1.127
S  -1.10  1.84  -0.25  -0.834
H  1.74  -0.35  -0.83  0.300
H  1.57  0.85  0.25  0.331
H  -1.92  -0.54  0.99  -0.098
H  -1.40  -0.77  -1.09  -0.162

=====

# 4
DFT (the ωB97M-V functional and the def2-TZVPD basis) results for 2 unconnected molecules or ions with the total composition C14H22NO8P at a distorted geometry.

## Properties
HOMO-LUMO gap (eV): 9.068
LUMO (eV): -1.01
M (g mol⁻¹): 363.303
Spin multiplicity: 1
SMILES: CCOP(=O)(CCOC(=O)OC)OCC.O=[N+]([O-])c1ccccc1

Each line ends with the natural charge from an NBO analysis.
Cartesian coordinates (Å):
C  3.29  -3.72  3.09  -0.649
C  2.36  -3.72  1.70  -0.089
O  0.92  -3.86  2.00  -0.790
P  0.03  -2.39  1.70  2.220
O  0.54  -1.27  2.70  -1.072
C  0.29  -1.93  -0.14  -0.825
C  0.07  -0.31  -0.46  -0.094
O  1.32  0.44  -0.61  -0.528
C  1.77  1.07  0.63  0.988
O  1.01  1.60  1.59  -0.569
O  3.26  1.19  0.81  -0.554
C  3.71  0.36  1.93  -0.277
O  -1.70  -2.75  1.90  -0.779
C  -2.21  -2.14  3.14  -0.092
C  -2.62  -0.53  2.98  -0.649
H  2.69  -4.18  3.98  0.238
H  3.62  -2.60  3.32  0.220
H  4.27  -4.33  2.80  0.214
H  2.70  -4.63  1.02  0.192
H  2.65  -2.74  1.13  0.183
H  -0.59  -2.48  -0.74  0.269
H  1.30  -2.35  -0.59  0.271
H  -0.46  -0.29  -1.53  0.240
H  -0.71  0.16  0.28  0.237
H  4.84  0.62  2.20  0.208
H  3.66  -0.77  1.55  0.171
H  3.06  0.51  2.91  0.226
H  -1.45  -2.29  4.05  0.206
H  -3.20  -2.71  3.47  0.196
H  -2.15  0.01  3.91  0.234
H  -3.79  -0.41  2.90  0.214
H  -2.08  -0.17  2.01  0.221
O  -1.91  1.29  -1.61  -0.373
N  -1.64  1.30  -2.82  0.505
O  -1.25  0.32  -3.46  -0.382
C  -1.81  2.57  -3.54  0.089
C  -2.22  3.72  -2.85  -0.199
C  -2.35  4.92  -3.54  -0.211
C  -2.07  4.98  -4.91  -0.171
C  -1.67  3.84  -5.60  -0.213
C  -1.54  2.62  -4.92  -0.202
H  -2.44  3.69  -1.79  0.253
H  -2.66  5.82  -3.01  0.227
H  -2.17  5.93  -5.44  0.223
H  -1.46  3.89  -6.66  0.226
H  -1.22  1.74  -5.47  0.249

=====

# 5
DFT (the ωB97M-V functional and the def2-TZVPD basis) results for 2 unconnected molecules or ions with the total composition C4H10O2.

## Properties
HOMO-LUMO gap (eV): 9.620
LUMO (eV): 0.29
Energy above the lowest of the compared OMol25 structures with the same formula, charge and spin (kJ/mol): 345.7
M (g mol⁻¹): 90.122
Spin multiplicity: 1

Each line ends with the natural charge from an NBO analysis.
Cartesian coordinates (Å):
C  -2.17  0.39  0.27  -0.618
C  -0.68  0.15  0.17  0.094
O  -0.46  -1.21  0.52  -0.733
C  -0.16  0.47  -1.23  -0.629
C  2.90  0.04  -0.19  0.101
O  2.55  -1.11  0.34  -0.667
H  -2.54  0.16  1.27  0.218
H  -2.42  1.43  0.02  0.207
H  -2.69  -0.27  -0.44  0.210
H  -0.17  0.81  0.90  0.149
H  0.49  -1.32  0.67  0.476
H  -0.33  1.52  -1.48  0.211
H  -0.67  -0.16  -1.96  0.212
H  2.45  0.77  0.53  0.069
H  0.92  0.28  -1.33  0.199
H  2.89  -1.82  -0.23  0.501

=====

# 6
DFT (the ωB97M-V functional and the def2-TZVPD basis) results for 2 unconnected molecules or ions with the total composition C4H8O at a distorted geometry.

## Properties
HOMO-LUMO gap (eV): 9.753
LUMO (eV): 0.81
Energy above the lowest of the compared OMol25 structures with the same formula, charge and spin (kJ/mol): 238.8
M (g mol⁻¹): 72.107
Spin multiplicity: 1
SMILES: C=CC=C.O

Each line ends with the natural charge from an NBO analysis.
Cartesian coordinates (Å):
C  0.50  2.22  1.97  -0.360
C  0.34  0.95  1.47  -0.220
C  -1.18  0.75  1.21  -0.186
C  -1.68  -0.35  0.63  -0.401
H  -0.16  2.88  2.34  0.183
H  1.50  2.55  2.09  0.180
H  1.19  0.38  1.11  0.221
H  -1.76  1.66  1.43  0.205
H  -2.71  -0.36  0.53  0.184
H  -1.32  -1.29  0.51  0.193
O  1.79  -2.92  -4.75  -0.936
H  1.40  -3.81  -4.66  0.469
H  2.10  -2.68  -3.89  0.467

=====

# 7
DFT (the ωB97M-V functional and the def2-TZVPD basis) results for 2 unconnected molecules or ions with the total composition C3H12N3 at a distorted geometry.

## Properties
HOMO-LUMO gap (eV): 10.731
LUMO (eV): -3.62
Energy above the lowest of the compared OMol25 structures with the same formula, charge and spin (kJ/mol): 196.1
M (g mol⁻¹): 90.150
Spin multiplicity: 1
Net charge: +1

Each line ends with the natural charge from an NBO analysis.
Cartesian coordinates (Å):
C  -1.67  -1.28  0.65  -0.714
C  2.69  0.56  -0.64  -0.435
C  -1.70  0.11  0.11  0.611
N  -3.11  0.51  -0.51  -0.807
N  -0.62  0.79  -0.20  -0.700
N  1.80  0.23  0.58  -0.861
H  -1.29  -1.73  -0.24  0.274
H  -2.74  -1.47  0.71  0.251
H  -1.16  -1.62  1.63  0.287
H  2.65  1.62  -0.80  0.213
H  3.76  0.39  -0.44  0.216
H  2.49  -0.12  -1.51  0.219
H  -3.85  0.24  0.09  0.392
H  -3.36  1.38  -0.93  0.410
H  -0.84  1.67  -0.66  0.411
H  0.36  0.57  0.18  0.443
H  2.04  -0.66  1.09  0.404
H  1.96  1.03  1.23  0.386